(1)
Entry from OMol25: a structure of composition C24H28AgN4OS2 (ωB97M-V/def2-TZVPD).

Positions of all 60 atoms, in Å:
Ag1 0.633 0.243 -0.580
S1 0.305 -4.297 2.196
S2 3.137 3.526 -1.387
O1 0.569 2.703 -0.098
N1 1.589 2.882 0.722
N2 -1.785 0.828 -0.716
N3 -0.619 -1.987 1.341
N4 -0.676 1.369 -3.479
C1 0.195 2.522 -3.334
C2 3.248 -1.248 -0.788
C3 -2.473 -0.423 -1.013
C4 2.832 3.251 0.256
C5 -2.867 -2.000 2.358
C6 -1.587 -2.545 2.086
C7 -2.206 -4.502 3.445
C8 3.603 3.171 2.582
C9 -0.651 0.861 -4.828
C10 1.721 -2.519 0.572
C11 3.835 3.385 1.253
C12 -3.769 -2.695 3.149
C13 -2.211 1.916 -1.580
C14 2.747 -3.495 0.700
C15 1.355 2.660 2.037
C16 2.318 2.796 2.996
C17 -2.030 1.658 -3.066
C18 -1.303 -3.823 2.660
C19 4.256 -2.212 -0.648
C20 -2.018 1.186 0.679
C21 -3.465 -3.938 3.702
C22 3.985 -3.347 0.104
C23 0.488 -2.756 1.254
C24 1.979 -1.348 -0.221
H1 -2.217 -0.766 -2.015
H2 5.226 -2.070 -1.115
H3 -1.629 0.391 1.315
H4 4.738 -4.119 0.236
H5 4.815 3.662 0.892
H6 -1.022 1.602 -5.567
H7 -2.425 2.549 -3.601
H8 -3.293 2.115 -1.433
H9 1.191 2.279 -3.701
H10 -0.193 3.385 -3.913
H11 -1.665 2.809 -1.269
H12 0.371 0.596 -5.101
H13 -1.945 -5.469 3.863
H14 -3.571 -0.305 -0.939
H15 -4.187 -4.461 4.319
H16 -2.661 0.817 -3.364
H17 3.482 -0.364 -1.377
H18 2.566 -4.387 1.291
H19 -3.099 1.318 0.875
H20 0.347 2.339 2.248
H21 -3.140 -1.038 1.946
H22 2.077 2.582 4.028
H23 -1.486 2.111 0.888
H24 -1.270 -0.035 -4.905
H25 -4.742 -2.253 3.342
H26 -2.134 -1.181 -0.308
H27 4.407 3.273 3.301
H28 0.324 2.798 -2.289

## Properties
Charge = -2
Kohn-Sham gap (alpha / beta) = 0.1282 / 0.2325 Ha
Energy relative to the best compared isomer or geometry (same formula, charge and spin) = 6.05 kcal per mole
HOMO (alpha / beta) = 1.36 / -1.51 eV
LUMO level (alpha / beta) = 4.8497 / 4.8149 eV
Multiplicity = 2

=====

(2)
Entry from OMol25: a structure of composition C24H28AuCl2N4O3S (ωB97M-V/def2-TZVPD).

Positions of all 63 atoms, in Å:
Au1 -0.738 1.658 0.594
Cl1 -0.142 2.403 2.930
Cl2 1.476 2.298 5.341
S1 1.069 -0.116 0.337
O1 -0.085 -4.301 2.755
O2 -4.751 1.184 -5.078
O3 -4.584 6.801 -2.228
N1 -1.572 1.374 -1.416
N2 0.447 -2.397 1.615
N3 -2.048 3.443 0.271
N4 2.584 -1.496 1.919
C1 0.618 -3.824 1.925
C2 -2.958 2.266 -3.114
C3 5.204 -3.019 1.509
C4 -4.362 6.839 -0.857
C5 2.968 -6.498 0.742
C6 2.066 -5.779 1.518
C7 -2.592 3.499 -0.955
C8 1.101 1.472 3.815
C9 1.610 -4.519 1.088
C10 2.910 -4.771 -0.929
C11 -3.347 4.603 -1.326
C12 3.182 -2.387 2.901
C13 1.372 -1.461 1.415
C14 -2.369 2.361 -1.853
C15 -2.982 5.558 0.832
C16 -1.881 0.161 -3.433
C17 -3.378 1.035 -5.268
C18 -2.708 1.164 -3.926
C19 2.025 -4.032 -0.151
C20 4.701 -2.337 2.771
C21 3.377 -6.006 -0.489
C22 -3.547 5.655 -0.437
C23 -1.338 0.311 -2.169
C24 -2.241 4.429 1.135
H1 -0.528 -2.144 1.493
H2 2.827 -3.409 2.764
H3 4.060 -6.573 -1.102
H4 5.059 -4.095 1.568
H5 -0.701 -0.448 -1.738
H6 1.698 -6.184 2.450
H7 3.209 -0.755 1.610
H8 -5.317 6.816 -0.297
H9 -3.126 0.074 -5.741
H10 -3.627 3.034 -3.467
H11 -3.786 4.688 -2.306
H12 -1.788 4.320 2.108
H13 5.141 -2.827 3.642
H14 -2.995 1.827 -5.940
H15 -1.679 -0.724 -4.015
H16 5.035 -1.296 2.798
H17 4.688 -2.658 0.621
H18 -3.112 6.343 1.560
H19 -5.242 0.963 -5.883
H20 1.986 1.440 3.182
H21 1.643 -3.097 -0.536
H22 -5.072 7.579 -2.533
H23 2.871 -2.054 3.897
H24 -3.860 7.770 -0.548
H25 6.265 -2.827 1.388
H26 3.343 -7.445 1.100
H27 3.243 -4.377 -1.877
H28 0.679 0.487 4.015

## Properties
Charge = +3
Kohn-Sham gap (alpha / beta) = 0.2770 / 0.1209 Ha
Energy relative to the best compared isomer or geometry (same formula, charge and spin) = 18.83 kcal per mole
HOMO (alpha / beta) = -16.81 / -16.80 eV
LUMO level (alpha / beta) = -9.2717 / -13.5052 eV
Multiplicity = 3

=====

(3)
Entry from OMol25: a structure of composition C24H28Cl39GaO2P (ωB97M-V/def2-TZVPD).

Positions of all 95 atoms, in Å:
Ga1 -0.641 -0.584 -1.846
Cl1 0.096 3.716 8.485
Cl2 2.153 6.884 -0.377
Cl3 -3.763 -3.611 -4.459
Cl4 1.869 -3.369 -6.337
Cl5 -1.078 1.421 4.178
Cl6 0.680 0.123 2.272
Cl7 -2.824 -6.242 2.842
Cl8 1.708 0.948 4.857
Cl9 2.519 -4.781 -3.877
Cl10 1.008 8.168 -4.072
Cl11 7.649 5.472 3.127
Cl12 0.144 0.844 8.904
Cl13 -6.036 -3.879 -9.648
Cl14 1.078 -6.553 5.210
Cl15 -4.866 4.577 0.421
Cl16 3.251 1.362 -5.138
Cl17 -0.999 -8.262 6.305
Cl18 -1.358 -5.381 6.256
Cl19 0.768 4.822 1.139
Cl20 -3.163 -3.352 2.765
Cl21 -5.396 -5.472 -7.304
Cl22 -0.195 -2.531 12.749
Cl23 -0.705 -4.545 1.772
Cl24 0.238 -3.557 10.067
Cl25 0.887 -2.373 -3.778
Cl26 2.253 -1.886 11.325
Cl27 -3.525 -6.401 -3.678
Cl28 4.873 5.944 2.415
Cl29 -1.083 7.160 -2.324
Cl30 4.916 2.426 -3.013
Cl31 -2.326 -4.309 -2.045
Cl32 -1.239 9.869 -3.362
Cl33 2.803 4.079 -0.796
Cl34 6.608 4.490 0.600
Cl35 2.570 2.405 9.250
Cl36 -2.048 5.006 -0.126
Cl37 -4.374 -2.764 -7.543
Cl38 3.654 -0.173 -2.695
Cl39 -4.054 5.899 -2.036
P1 -1.600 0.776 -0.151
O1 -3.228 1.130 -0.431
O2 -0.752 2.240 -0.216
C1 0.622 -1.888 -0.840
C2 1.062 2.248 8.346
C3 -3.671 -4.731 -3.101
C4 -1.911 1.972 -3.662
C5 -3.628 4.669 -0.834
C6 0.362 -3.261 -0.786
C7 -0.193 -6.697 6.422
C8 2.291 5.296 0.378
C9 1.214 -4.101 -0.072
C10 -0.717 8.209 -3.684
C11 -3.089 1.092 -3.739
C12 2.602 -2.239 0.523
C13 -4.819 -4.227 -8.413
C14 0.528 -2.211 11.170
C15 2.201 -3.196 -4.601
C16 -0.630 1.312 -4.244
C17 2.323 -3.594 0.589
C18 4.374 0.958 -3.842
C19 -4.010 0.321 -3.684
C20 -2.008 -4.674 2.959
C21 1.754 -1.383 -0.178
C22 0.316 0.664 -3.209
C23 0.567 1.322 3.545
C24 6.523 5.774 1.803
H1 -1.262 7.849 -4.547
H2 -0.511 -3.690 -1.276
H3 -1.575 -4.599 3.949
H4 3.096 -2.597 -4.494
H5 -4.589 -4.652 -2.534
H6 3.054 5.355 1.146
H7 -1.761 2.334 -2.642
H8 5.240 0.484 -4.285
H9 -0.104 2.092 -4.813
H10 1.306 2.098 7.302
H11 -3.578 3.706 -1.331
H12 -0.962 0.575 -4.983
H13 1.939 -0.315 -0.224
H14 -2.158 2.836 -4.292
H15 2.970 -4.266 1.142
H16 0.260 -6.623 7.402
H17 -3.936 -4.605 -8.911
H18 1.045 0.121 -3.797
H19 -4.719 -0.450 -3.875
H20 -3.677 0.287 -0.308
H21 -1.694 -1.451 -2.666
H22 0.984 -5.161 -0.025
H23 6.801 6.705 1.327
H24 0.057 -1.330 10.757
H25 3.467 -1.821 1.031
H26 0.165 1.974 -0.074
H27 0.780 1.487 -2.647
H28 0.831 2.288 3.134

## Properties
Charge = -1
Kohn-Sham gap = 0.1822 Ha
HOMO = -3.41 eV
LUMO level = 1.5425 eV
Multiplicity = 1

=====

(4)
Entry from OMol25: a cluster of 2 separate species, C24H28ClF5I2N2O6 in total (ωB97M-V/def2-TZVPD).

Positions of all 68 atoms, in Å:
I1 -1.005 -4.036 2.863
I2 0.640 -5.127 -1.718
Cl1 -0.369 -0.807 -3.885
F1 3.433 1.211 4.801
F2 5.171 2.725 2.020
F3 5.155 0.396 3.545
F4 3.526 3.603 3.355
F5 5.350 2.290 4.702
O1 -6.478 1.149 -2.534
O2 2.720 4.289 -0.892
O3 4.429 5.343 -1.908
O4 -2.448 0.633 -3.327
O5 -2.589 -1.168 2.052
O6 -1.640 -1.763 -1.052
N1 2.648 0.448 2.148
N2 1.252 2.117 0.022
C1 4.474 1.505 3.949
C2 0.939 -4.552 0.378
C3 2.251 2.596 0.807
C4 -3.276 -0.961 0.787
C5 -0.181 0.208 -0.582
C6 1.209 -5.786 1.318
C7 -0.251 -3.577 0.882
C8 5.034 3.121 -1.319
C9 -6.672 0.903 -3.925
C10 0.940 0.780 0.260
C11 -2.863 -1.976 -0.333
C12 4.015 2.445 2.733
C13 -3.325 0.563 0.352
C14 2.692 4.102 0.554
C15 -1.329 0.392 -2.947
C16 1.227 -1.458 1.482
C17 2.898 1.752 1.852
C18 0.138 -2.056 0.681
C19 -0.595 -1.187 -0.348
C20 -5.360 0.519 -4.580
C21 4.032 4.332 -1.375
C22 -0.834 1.135 -1.660
C23 1.983 -2.297 2.588
C24 1.641 -0.003 1.303
H1 -4.622 1.315 -4.462
H2 2.000 -6.444 0.838
H3 -3.253 -1.065 2.758
H4 -1.096 -3.810 0.169
H5 -2.973 -3.013 0.121
H6 5.781 3.188 -2.159
H7 -4.944 -0.373 -4.108
H8 -5.841 1.868 -2.452
H9 -4.359 -1.216 1.031
H10 -7.089 1.805 -4.386
H11 2.130 -3.367 2.301
H12 -5.498 0.322 -5.645
H13 3.754 4.288 0.896
H14 -0.043 1.867 -2.023
H15 -4.295 1.024 0.707
H16 1.406 -2.241 3.556
H17 -1.663 1.782 -1.264
H18 3.009 -1.879 2.801
H19 -2.460 1.172 0.723
H20 5.645 3.122 -0.368
H21 -3.695 -1.933 -1.105
H22 1.951 4.770 1.061
H23 4.491 2.138 -1.348
H24 0.300 -6.427 1.451
H25 1.668 -5.459 2.300
H26 -7.401 0.098 -4.024
H27 -3.381 0.611 -0.781
H28 1.893 -3.945 0.364

## Properties
Charge = 0
Kohn-Sham gap = 0.2833 Ha
Structure (SMILES) = CC(=O)OCc1nc2c(CC(=O)Cl)c(OC[C@H](C)O)c([C@H](I)[C@@H](C)I)c(C)c2nc1C(F)(F)C(F)(F)F.CCO
HOMO = -9.09 eV
LUMO level = -1.3783 eV
Multiplicity = 1

=====

(5)
Entry from OMol25: a structure of composition C24H28CoN2O7S3 (ωB97M-V/def2-TZVPD).

Positions of all 65 atoms, in Å:
Co1 0.389 -0.261 -0.372
S1 -1.161 -1.375 -2.193
S2 -0.011 -2.493 0.947
S3 -1.475 2.181 0.315
O1 0.225 -3.304 2.089
O2 -1.838 -1.319 -3.439
O3 -0.137 1.420 0.472
O4 1.215 -2.062 0.204
O5 -0.694 -1.191 1.180
O6 -1.485 -0.264 -1.240
O7 0.322 -1.323 -2.234
N1 2.118 0.258 -1.113
N2 4.399 0.628 -1.128
C1 -0.284 6.472 1.058
C2 -0.531 4.236 1.906
C3 4.534 0.041 -2.469
C4 -1.061 -3.397 -0.178
C5 -0.774 6.080 -0.177
C6 -3.979 1.199 3.945
C7 -2.796 -4.985 -1.670
C8 -2.424 1.765 1.755
C9 -1.019 3.855 0.661
C10 -2.435 -3.725 -2.132
C11 6.537 -0.004 -0.017
C12 3.127 1.128 0.904
C13 3.222 0.649 -0.514
C14 -2.639 0.836 3.937
C15 -1.426 -4.656 0.268
C16 -0.160 5.554 2.097
C17 4.420 -1.481 -2.484
C18 -2.289 -5.452 -0.476
C19 -1.846 1.117 2.834
C20 -1.573 -2.923 -1.403
C21 -1.144 4.757 -0.385
C22 -4.544 1.836 2.847
C23 5.634 1.119 -0.503
C24 -3.767 2.117 1.736
H1 -0.001 7.504 1.219
H2 6.857 -0.640 -0.841
H3 3.798 0.501 -3.134
H4 -2.558 -6.433 -0.109
H5 -1.528 4.432 -1.344
H6 -0.456 3.516 2.711
H7 6.026 -0.629 0.718
H8 2.230 -0.092 -2.055
H9 -4.198 2.600 0.867
H10 -0.810 0.814 2.799
H11 -0.873 6.798 -0.980
H12 -2.817 -3.356 -3.073
H13 -4.592 0.973 4.807
H14 2.129 0.951 1.294
H15 5.211 -1.933 -1.888
H16 -1.031 -5.008 1.210
H17 3.311 2.202 0.958
H18 7.429 0.413 0.448
H19 3.466 -1.832 -2.091
H20 5.511 0.343 -2.841
H21 -2.210 0.324 4.787
H22 5.378 1.786 0.314
H23 -3.471 -5.593 -2.257
H24 3.852 0.618 1.537
H25 -5.592 2.103 2.851
H26 6.150 1.724 -1.250
H27 0.217 5.872 3.060
H28 4.515 -1.841 -3.508

## Properties
Charge = +1
Kohn-Sham gap (alpha / beta) = 0.3577 / 0.2506 Ha
Energy relative to the best compared isomer or geometry (same formula, charge and spin) = 0.00 kcal per mole
HOMO (alpha / beta) = -12.06 / -12.04 eV
LUMO level (alpha / beta) = -2.3232 / -5.2258 eV
Multiplicity = 5

=====

(6)
Entry from OMol25: a structure of composition C24H28CsGeN3O11S (ωB97M-V/def2-TZVPD).

Positions of all 69 atoms, in Å:
Cs1 -0.940 -0.301 -0.031
Ge1 -3.027 4.360 -0.281
S1 -0.154 -3.105 1.145
O1 0.026 1.700 1.228
O2 5.782 -0.075 -4.055
O3 -5.477 -0.939 1.946
O4 4.102 0.060 -5.548
O5 1.516 0.009 -5.371
O6 -0.029 -0.112 -3.786
O7 -4.858 0.698 0.585
O8 -0.543 -4.023 2.195
O9 0.823 1.692 3.337
O10 0.413 -1.843 1.633
O11 -1.165 -2.876 0.119
N1 4.090 -0.220 -1.981
N2 -2.465 0.834 2.131
N3 1.909 -0.266 -1.757
C1 2.680 -3.930 -1.607
C2 1.207 -3.873 0.289
C3 -3.572 3.935 1.548
C4 1.138 -0.084 -4.106
C5 -1.172 3.945 -0.607
C6 3.459 -4.909 -0.999
C7 -2.829 0.546 4.896
C8 -4.681 0.110 1.615
C9 -4.143 3.432 -1.584
C10 3.597 -0.114 -3.250
C11 -3.307 6.297 -0.527
C12 1.556 -3.419 -0.974
C13 3.083 -5.368 0.262
C14 1.968 -4.855 0.908
C15 3.050 -0.305 -1.113
C16 -1.431 1.097 3.009
C17 -3.609 0.421 2.632
C18 4.681 -5.462 -1.684
C19 -1.622 0.950 4.419
C20 4.587 0.002 -4.387
C21 2.229 -0.145 -3.092
C22 -0.201 1.505 2.429
C23 -3.885 0.252 3.990
C24 3.217 -0.428 0.361
H1 -3.723 3.536 -2.586
H2 5.579 -5.288 -1.087
H3 3.677 -6.137 0.747
H4 -4.189 3.039 1.539
H5 -4.365 6.529 -0.391
H6 -4.209 2.374 -1.335
H7 -0.800 1.164 5.086
H8 1.580 1.903 2.775
H9 -2.988 0.444 5.963
H10 -0.410 4.107 0.145
H11 -2.706 3.730 2.177
H12 2.955 -3.553 -2.586
H13 2.529 -0.028 -5.466
H14 4.036 -1.110 0.604
H15 -5.087 -1.359 2.726
H16 -5.152 3.849 -1.581
H17 4.832 -4.992 -2.655
H18 2.305 -0.822 0.805
H19 -4.869 -0.024 4.344
H20 0.963 -2.654 -1.457
H21 3.432 0.544 0.812
H22 1.673 -5.203 1.889
H23 4.595 -6.540 -1.839
H24 5.083 -0.231 -1.809
H25 -4.136 4.770 1.971
H26 -2.731 6.866 0.204
H27 -0.872 3.279 -1.408
H28 -3.004 6.614 -1.526

## Properties
Charge = -2
Kohn-Sham gap (alpha / beta) = 0.2839 / 0.1697 Ha
Energy relative to the best compared isomer or geometry (same formula, charge and spin) = 33.65 kcal per mole
HOMO (alpha / beta) = -3.96 / -0.85 eV
LUMO level (alpha / beta) = 3.7673 / 3.7661 eV
Multiplicity = 1

=====

Values of maximum force, in order: 0.00489 0.02903 0.04543 0.08923 0.00224 0.05981, all in Eh/bohr.